(1)
The following is a quantum chemistry calculation of a molecular structure, C37H53IrN5P2S in a non-equilibrium geometry, from OMol25.

Properties
- E_tot: -78899.000 eV
- Energy relative to the best compared isomer or geometry (same formula, charge and spin): 3.597 eV
- Multiplicity: 5
- Frontier orbital gap (spin up / spin down): 6.17 / 4.94 eV
- E_LUMO (spin up / spin down): -8.0130 / -10.5547 eV
- HOMO level (spin up / spin down): -14.2 / -15.5 eV
- Total charge: +3

XYZ file:
```
99
Properties=species:S:1:pos:R:3:forces:R:3
Ir -1.09449 0.19440 0.64851 0.5 -0.3 2.8
S -0.33000 3.97191 3.08114 -0.5 0.8 1.1
P -2.26326 -1.60696 -0.21310 0.1 0.3 -0.5
P -0.36145 0.51454 -1.52595 -1.3 1.9 -0.3
N -0.36931 -1.15402 -3.60930 0.9 -3.1 -3.3
N -1.72845 -3.27268 -2.28350 0.9 1.6 -3.6
N 0.76347 -0.93710 1.86612 -1.4 -1.1 0.6
N 2.65642 -2.46585 3.77677 -2.5 -0.5 -1.0
N -0.16078 1.88031 1.59214 -3.5 0.5 2.2
C -0.52141 -5.16704 -5.32385 2.9 8.3 -0.5
C -3.26613 -4.20217 0.44007 1.1 -0.2 -1.2
C -4.72749 0.81479 3.24375 2.1 -0.9 -1.0
C -3.26276 2.66870 3.43593 0.6 -0.7 -0.9
C 0.38835 -4.01600 -5.97741 -2.5 -9.6 -3.6
C 4.41503 2.12785 -1.40845 0.2 1.7 -1.5
C 2.11352 2.02178 0.67362 0.6 0.2 1.3
C -1.24638 -4.73882 -4.26258 -0.4 -3.4 -1.4
C -1.55527 -1.95186 -1.89369 -1.8 -3.5 2.7
C 0.31103 -2.92923 -5.41131 0.6 11.6 5.0
C -4.51302 2.10433 3.69643 0.3 0.7 -0.2
C -0.70256 -3.76300 0.38659 -0.4 -0.6 -0.9
C -2.05641 -2.91342 2.19398 0.2 0.9 1.6
C 5.66863 3.47843 0.44077 -0.4 -0.7 0.2
C -2.26699 1.93552 2.73178 -1.0 1.9 1.3
C -3.72588 0.10448 2.47234 -2.4 0.8 0.8
C 1.20268 0.75584 -2.35023 1.9 0.2 1.7
C -0.75389 -0.99377 -2.35210 0.2 0.4 -1.2
C 1.08962 3.69010 2.22708 -0.1 -1.4 -1.5
C -2.09407 -3.19046 0.72001 -0.9 -0.8 -0.4
C -1.22905 -3.50213 -3.72357 -0.3 3.4 5.5
C 5.19709 1.10141 0.66651 0.3 1.4 2.1
C 4.59855 2.39663 0.04249 1.0 0.4 2.3
C 3.26636 2.84158 0.65158 -1.4 -0.7 -0.3
C 1.00644 -0.57694 3.27581 0.1 1.4 -1.0
C -1.37453 2.03086 -2.02261 -1.6 -0.2 -2.8
C 3.11229 4.14263 1.18802 1.7 0.0 0.4
C -0.99141 2.57045 2.52686 1.4 -3.2 -3.5
C -0.94548 3.33202 -1.41772 1.7 -0.4 1.6
C 2.14662 4.53051 2.06534 0.2 2.9 0.3
C -2.91554 1.94647 -1.87151 0.7 1.2 -0.2
C -3.99485 -1.33816 -0.59263 0.0 -1.1 1.0
C -0.34465 -2.50581 -4.17444 -0.9 0.5 -0.5
C -2.49264 0.67478 2.17260 0.0 -0.8 -1.2
C -1.24145 2.15784 -3.55157 0.4 1.7 -1.4
C 2.39572 -0.87926 3.75770 0.5 -2.0 -1.5
C 1.00819 2.48812 1.43732 1.8 1.3 0.3
H -4.24535 -3.87829 0.77013 0.0 0.2 0.6
H -1.61020 1.35238 -4.22534 0.4 0.3 0.8
H -1.48667 4.23847 -1.67662 -0.3 -0.3 -0.5
H -4.57953 -1.12936 0.32898 0.2 -0.5 -0.9
H 3.93728 4.83272 1.12317 0.0 0.0 -0.4
H 1.90004 0.14453 -1.69553 -0.4 0.5 -1.3
H -3.32917 2.95275 -2.22532 0.5 -1.5 0.5
H -0.38802 -4.38798 1.22763 0.4 0.3 -0.1
H -1.02578 3.19620 -0.34672 -0.2 0.4 0.5
H 3.74437 1.30739 -1.42935 -0.1 -1.3 -0.7
H -4.22911 -2.29137 -1.11370 -0.6 0.8 0.3
H 6.65487 3.08890 0.25761 0.4 -0.3 -0.1
H 1.56027 -0.69767 1.33458 1.0 0.1 -0.9
H -2.95973 -5.15125 0.95178 -0.6 0.6 -0.6
H 3.50648 -2.63423 4.26291 1.0 -0.4 0.9
H 3.16411 -0.50376 3.06439 -0.2 0.1 0.5
H -1.37574 -2.06840 2.44499 -0.2 -0.6 0.0
H 0.12135 3.50936 -1.56897 0.1 0.2 -0.2
H 5.32402 2.09540 -2.05237 -0.5 -0.7 0.8
H 0.79810 -2.03507 -5.89399 -0.3 -0.9 0.5
H -0.63921 -6.13048 -5.38221 0.3 -5.2 -2.1
H -5.62543 0.25653 3.33601 -0.9 0.1 0.4
H -4.06175 -0.48607 -1.22157 -0.2 0.6 -0.8
H -1.75271 -3.80237 2.74735 0.3 -0.1 -0.1
H -0.06080 -2.91853 0.13458 0.7 -0.1 0.3
H 0.88986 0.53823 3.31922 0.1 -0.9 0.3
H 1.84272 -2.91953 4.28599 1.3 0.5 -0.3
H -3.27424 1.18004 -2.52892 -0.6 -0.5 -0.1
H 2.11858 0.94369 0.41291 0.1 1.0 -0.4
H 2.72248 -3.05099 2.88272 -0.1 1.6 1.0
H 4.65030 0.17281 0.66500 -0.6 -0.3 -0.6
H -5.28412 2.74435 4.13897 0.2 -0.6 -0.1
H -1.82268 -5.62029 -3.97044 -0.5 1.0 1.1
H -4.20371 -0.82073 2.10331 1.2 0.4 0.1
H 0.75505 -3.78883 -7.00226 0.0 -2.1 0.5
H 6.14884 1.00404 0.14501 0.0 -0.5 0.2
H 1.18951 0.44510 -3.40040 -0.1 0.0 0.4
H -1.81259 3.07580 -3.82473 -0.2 -0.7 0.2
H 0.25311 -1.01261 3.89245 -0.6 -0.3 0.5
H 2.55668 -0.61609 4.78002 0.2 0.4 0.6
H -3.04430 3.72502 3.58649 -0.2 -0.2 0.5
H -0.26605 2.56093 -3.88257 0.1 -0.9 0.2
H 5.56313 4.30126 -0.23522 -0.1 0.9 0.0
H 5.64509 3.77442 1.53392 -0.1 -0.3 -1.4
H 5.40789 1.31632 1.77464 0.0 -0.3 -1.5
H -3.41172 -4.34379 -0.67076 0.5 -0.3 1.2
H 2.18469 5.60058 2.51204 -0.1 -2.1 -0.6
H 1.54421 1.79506 -2.25358 -0.1 -0.3 -0.1
H 3.84011 2.91299 -1.89280 -0.1 0.5 0.0
H -3.18882 1.81417 -0.84484 -0.6 -0.3 0.7
H 0.49656 -1.92602 1.70719 0.5 0.8 0.2
H -0.67117 -4.38381 -0.52608 -0.3 0.3 0.5
H -2.98156 -2.65349 2.69456 -0.5 0.2 -0.4
```
Positions in Å, forces in eV/Å.

These are the Löwdin partial charges, in e, on atoms 1 to 5:
1. Ir 1.097
2. S 1.264
3. P 0.869
4. P 0.870
5. N 0.188

=====

(2)
The following is a quantum chemistry calculation of a molecular structure, C49H63N2OP2PtTe, from OMol25.

Properties
- E_tot: -85966.093 eV
- Energy relative to the best compared isomer or geometry (same formula, charge and spin): 0.000 eV
- Multiplicity: 6
- Frontier orbital gap (spin up / spin down): 8.23 / 5.75 eV
- E_LUMO (spin up / spin down): -4.2633 / -7.3867 eV
- HOMO level (spin up / spin down): -12.5 / -13.1 eV
- Total charge: +2

XYZ file:
```
119
Properties=species:S:1:pos:R:3:forces:R:3
Pt -1.00517 -1.86221 -0.64198 0.0 0.2 -0.2
Te 0.87793 2.23033 0.05330 0.2 0.4 0.0
P 1.22660 -2.53243 -0.65651 0.1 0.0 0.1
P -3.30708 -1.94750 0.02036 -0.1 0.0 0.0
O -0.85761 2.34169 -1.73617 0.1 0.0 0.0
N -0.89385 0.23114 -0.84711 -0.3 -0.2 0.0
N -0.78704 -2.41250 1.45437 0.0 -0.1 0.0
C 0.09533 -3.41150 1.72356 0.1 0.0 -0.1
C -2.96931 -4.67469 0.34087 0.0 0.0 0.0
C 0.96196 -4.59316 -2.45682 0.0 0.0 0.0
C -4.65641 -0.79806 -0.44191 0.0 0.0 0.0
C 3.63347 3.16379 3.30625 0.0 0.0 0.0
C -3.60453 1.03090 -4.64227 0.0 0.0 0.0
C 1.99266 -4.72135 0.96189 0.0 0.1 0.0
C -2.39083 -1.04844 -4.63602 0.0 0.0 0.0
C 3.37644 3.79948 5.71961 0.0 0.0 0.0
C 1.42287 3.33056 4.20126 0.0 0.0 0.0
C 2.11664 -2.48620 -3.24551 0.0 0.0 0.0
C -2.45080 -1.19904 4.50940 0.0 0.0 0.0
C 1.74412 2.77224 1.89389 0.1 0.0 0.2
C 1.88990 4.99950 -0.75303 0.1 0.0 0.0
C -2.89041 1.46194 -3.53733 0.0 0.0 0.0
C -3.35888 -0.22361 -5.18958 0.0 0.0 0.0
C 0.87776 2.99584 2.96855 0.0 0.0 0.0
C -0.61665 2.90069 2.81277 -0.1 0.0 0.0
C 2.57882 5.87677 -1.58061 0.0 0.0 0.0
C 3.16121 5.47049 -2.77598 0.0 0.0 0.0
C -0.02050 -4.26509 2.84302 0.0 0.0 0.0
C 1.25571 5.54413 0.49754 0.0 0.0 0.0
C -4.30058 0.66575 -0.18793 0.0 0.0 0.0
C -1.74957 -1.94443 2.33475 -0.1 0.1 0.0
C 2.16545 -0.84557 1.33236 0.0 0.0 0.0
C 4.11014 2.53952 0.94316 0.0 0.0 -0.1
C -1.93722 0.62554 -2.96278 0.0 0.0 0.0
C 3.91606 6.43658 -3.63894 0.0 0.0 0.0
C 1.87343 -5.53909 2.08275 0.0 0.0 0.0
C -3.03196 -1.66915 1.80824 0.0 0.0 0.1
C 3.00001 4.14818 -3.17265 0.0 0.0 0.0
C -1.68025 -0.62410 -3.52166 0.0 0.0 0.0
C 1.12298 -3.66619 0.76228 -0.1 0.0 0.0
C -5.32937 -3.83357 0.61831 0.0 0.0 0.0
C -1.45934 -1.69021 3.67922 -0.1 0.0 0.0
C -4.00453 -3.64921 -0.11517 0.0 0.0 -0.1
C -4.01200 -1.20242 2.67245 0.0 0.0 0.0
C -1.15559 1.12392 -1.78404 0.0 -0.1 0.0
C 2.79663 3.43209 4.38649 0.0 0.0 -0.1
C -3.72726 -0.97070 4.01396 0.0 0.0 0.0
C 1.80100 3.66025 -1.16002 -0.1 -0.1 0.0
C 3.13724 2.83270 2.05340 -0.1 0.0 0.0
C 0.86279 -5.30838 3.01154 0.0 0.0 0.0
C 2.47203 -1.29041 -0.09831 0.0 0.0 0.0
C 3.90449 -1.81782 -0.18450 0.0 0.0 0.0
C 2.09642 1.85194 -2.95981 0.0 -0.1 0.0
C -5.07798 -1.04740 -1.89053 0.0 0.0 0.0
C 2.30879 3.23109 -2.39502 0.0 0.0 0.0
C 1.90505 -3.45402 -2.07944 0.1 0.0 0.1
H 0.28648 5.08042 0.69535 0.0 0.0 0.0
H 2.35149 -0.43969 -0.77675 0.0 0.0 0.0
H 2.65252 6.91664 -1.28572 0.0 0.0 0.0
H 1.12106 -0.55682 1.47254 0.0 0.0 0.0
H -0.83207 -4.12707 3.54270 0.0 0.0 0.0
H 1.88379 5.39451 1.37668 0.0 0.0 0.0
H -5.85810 -0.33736 -2.16595 0.0 0.0 0.0
H -3.05716 2.44289 -3.11277 0.0 0.0 0.0
H 3.92119 7.43540 -3.20815 0.0 0.0 0.0
H -3.91497 -0.54998 -6.05771 0.0 0.0 0.0
H -2.75926 -4.57462 1.40862 0.0 0.0 0.0
H 2.87647 -3.85855 -1.77913 0.0 0.0 0.0
H 2.56025 -6.36196 2.22294 0.0 0.0 0.0
H -2.17913 -2.01291 -5.07803 0.0 0.0 0.0
H -2.22631 -0.99084 5.54662 0.0 0.0 0.0
H 4.03495 -2.69316 0.45519 0.0 0.0 0.0
H 0.80398 -5.29087 -1.63365 0.0 0.0 0.0
H 4.70761 3.21186 3.44683 0.0 0.0 0.0
H -4.34856 1.67762 -5.08690 0.0 0.0 0.0
H 4.24868 3.40468 0.29319 0.0 0.0 0.0
H 1.17365 -2.03293 -3.56064 0.0 0.0 0.0
H 4.59511 -1.05174 0.17134 0.0 0.0 0.0
H -0.01213 -4.20270 -2.76274 0.0 0.0 0.0
H 3.40981 3.82517 -4.12285 0.0 0.0 0.0
H -0.87777 -1.24352 -3.12128 -0.1 0.0 0.0
H 2.39476 -1.64747 2.03652 0.0 0.0 0.0
H 3.92861 2.95870 6.14214 0.0 0.0 0.0
H 1.08999 6.61371 0.38514 0.0 0.0 0.0
H 1.72613 1.13070 -2.22917 0.0 0.0 0.0
H -0.99961 3.65369 2.11930 0.0 0.0 0.0
H 0.75984 3.52513 5.03603 0.0 0.0 0.0
H 0.75569 -5.96493 3.86371 0.0 0.0 0.0
H -5.66406 -4.86504 0.50587 0.0 0.0 0.0
H 4.20082 -2.08221 -1.19798 0.0 0.0 0.0
H 2.77630 -4.92503 0.24377 0.0 0.0 0.0
H 4.95047 6.11424 -3.76511 0.0 0.0 0.0
H -4.24265 -0.90562 -2.57637 0.0 0.0 0.0
H -2.02785 -4.58248 -0.20984 0.0 0.0 0.0
H 1.36005 1.89492 -3.76438 0.0 0.0 0.0
H 3.02272 1.45557 -3.37810 0.0 0.0 0.0
H 1.37862 -5.15106 -3.29528 0.0 0.0 0.0
H 2.79181 0.00649 1.59779 0.0 0.0 0.0
H -5.48102 -2.04993 -2.03531 0.0 0.0 0.0
H -5.21888 -3.64120 1.68766 0.0 0.0 0.0
H -5.00957 -1.00051 2.30624 0.0 0.0 0.0
H 4.07501 4.63075 5.62373 0.0 0.0 0.0
H -3.59971 1.03567 -0.93176 0.0 0.0 0.0
H -0.92687 1.91894 2.43707 0.0 0.0 0.0
H -3.35593 -5.68051 0.17672 0.0 0.0 0.0
H -5.49404 -1.06962 0.20825 0.0 0.0 0.0
H -1.11222 3.05669 3.76947 0.0 0.0 0.0
H 3.77855 1.71423 0.30486 0.0 0.0 0.0
H 2.60057 4.08482 6.42697 0.0 0.0 0.0
H 2.81298 -1.68360 -3.00141 0.0 0.0 0.0
H -3.86541 0.82828 0.79865 0.0 0.0 0.0
H 3.46987 6.49503 -4.63225 0.0 0.0 0.0
H -4.50235 -0.59654 4.66844 0.0 0.0 0.0
H -5.20706 1.26772 -0.26084 0.0 0.0 0.0
H 5.08111 2.27005 1.35535 0.0 0.0 0.0
H -0.45606 -1.84556 4.05359 0.0 0.0 0.0
H -6.11856 -3.19203 0.22852 0.0 0.0 0.0
H 2.52144 -3.02837 -4.09982 0.0 0.0 0.0
H -4.16421 -3.77664 -1.19175 0.0 0.0 0.0
```
Positions in Å, forces in eV/Å.

These are the Löwdin partial charges, in e, on atoms 1 to 5:
1. Pt 0.920
2. Te 1.902
3. P 0.932
4. P 0.960
5. O -0.143

=====

Which value of E_tot does entry 2 give? -85966.093 eV

=====

Which of these has the lowest E_tot? C49H63N2OP2PtTe

=====

Number 2 is which compound? C49H63N2OP2PtTe

=====

Which value of energy relative to the best compared isomer or geometry (same formula, charge and spin) does entry 2 give? 0.000 eV